{"formula": "C81H171N9O9", "method": "ωB97M-V with the def2-TZVPD basis set", "elements": ["C", "C", "C", "C", "C", "C", "C", "C", "C", "N", "O", "H", "H", "H", "H", "H", "H", "H", "H", "H", "H", "H", "H", "H", "H", "H", "H", "H", "H", "H", "C", "C", "C", "C", "C", "C", "C", "C", "C", "N", "O", "H", "H", "H", "H", "H", "H", "H", "H", "H", "H", "H", "H", "H", "H", "H", "H", "H", "H", "H", "C", "C", "C", "C", "C", "C", "C", "C", "C", "N", "O", "H", "H", "H", "H", "H", "H", "H", "H", "H", "H", "H", "H", "H", "H", "H", "H", "H", "H", "H", "C", "C", "C", "C", "C", "C", "C", "C", "C", "N", "O", "H", "H", "H", "H", "H", "H", "H", "H", "H", "H", "H", "H", "H", "H", "H", "H", "H", "H", "H", "C", "C", "C", "C", "C", "C", "C", "C", "C", "N", "O", "H", "H", "H", "H", "H", "H", "H", "H", "H", "H", "H", "H", "H", "H", "H", "H", "H", "H", "H", "C", "C", "C", "C", "C", "C", "C", "C", "C", "N", "O", "H", "H", "H", "H", "H", "H", "H", "H", "H", "H", "H", "H", "H", "H", "H", "H", "H", "H", "H", "C", "C", "C", "C", "C", "C", "C", "C", "C", "N", "O", "H", "H", "H", "H", "H", "H", "H", "H", "H", "H", "H", "H", "H", "H", "H", "H", "H", "H", "H", "C", "C", "C", "C", "C", "C", "C", "C", "C", "N", "O", "H", "H", "H", "H", "H", "H", "H", "H", "H", "H", "H", "H", "H", "H", "H", "H", "H", "H", "H", "C", "C", "C", "C", "C", "C", "C", "C", "C", "N", "O", "H", "H", "H", "H", "H", "H", "H", "H", "H", "H", "H", "H", "H", "H", "H", "H", "H", "H", "H"], "positions_angstrom": [[23.434, 28.691, 1.790], [23.780, 29.188, 3.202], [25.070, 28.594, 3.793], [24.026, 30.701, 3.226], [22.803, 31.594, 3.142], [21.760, 31.133, 4.197], [21.477, 29.717, 4.073], [20.533, 29.331, 5.243], [20.513, 29.495, 2.811], [22.660, 28.891, 4.162], [22.446, 27.566, 4.265], [23.987, 29.326, 1.097], [23.804, 27.672, 1.674], [22.414, 28.878, 1.455], [26.046, 28.630, 3.308], [25.250, 28.989, 4.792], [24.859, 27.537, 3.959], [24.346, 31.036, 4.212], [24.765, 31.028, 2.495], [23.051, 32.635, 3.347], [22.318, 31.495, 2.172], [20.880, 31.740, 3.983], [22.120, 31.336, 5.206], [21.172, 29.369, 6.125], [20.179, 28.315, 5.066], [19.736, 30.075, 5.268], [20.865, 29.992, 1.906], [19.496, 29.795, 3.063], [20.405, 28.430, 2.606], [22.928, 27.338, 5.063], [15.583, 22.444, 5.725], [16.694, 22.919, 6.564], [16.288, 22.536, 8.033], [17.978, 22.087, 6.212], [18.514, 22.343, 4.812], [18.980, 23.818, 4.814], [17.783, 24.863, 5.325], [18.615, 26.121, 5.634], [16.749, 25.227, 4.188], [17.186, 24.293, 6.543], [16.343, 25.080, 7.188], [14.764, 23.160, 5.782], [15.629, 22.399, 4.637], [15.041, 21.572, 6.091], [17.043, 22.813, 8.769], [15.292, 22.795, 8.393], [16.326, 21.465, 8.235], [18.681, 22.372, 6.995], [18.008, 21.017, 6.414], [19.404, 21.831, 4.447], [17.652, 22.257, 4.150], [19.189, 23.895, 3.747], [19.964, 23.941, 5.267], [19.386, 26.266, 4.877], [19.046, 26.033, 6.631], [18.070, 27.047, 5.450], [16.027, 25.852, 4.711], [16.276, 24.330, 3.789], [17.233, 25.627, 3.297], [16.742, 25.281, 8.038], [29.250, 23.879, -6.204], [28.205, 23.659, -4.964], [28.971, 24.209, -3.734], [26.950, 24.591, -5.235], [25.649, 24.368, -4.435], [25.364, 22.890, -4.675], [26.480, 21.941, -4.098], [26.753, 22.082, -2.559], [26.066, 20.514, -4.410], [27.645, 22.276, -4.928], [28.657, 21.285, -4.910], [30.122, 23.286, -5.930], [28.922, 23.629, -7.213], [29.413, 24.946, -6.357], [28.217, 24.501, -3.003], [29.664, 23.624, -3.129], [29.482, 25.148, -3.946], [27.115, 25.609, -4.884], [26.745, 24.777, -6.289], [25.730, 24.586, -3.370], [24.938, 25.040, -4.916], [25.500, 22.586, -5.713], [24.465, 22.391, -4.314], [26.112, 21.470, -1.925], [26.729, 23.146, -2.324], [27.766, 21.695, -2.443], [25.715, 20.256, -5.409], [25.487, 19.967, -3.666], [26.858, 19.779, -4.263], [29.196, 21.627, -5.627], [21.180, 25.964, 0.185], [21.623, 24.506, -0.383], [23.169, 24.670, -0.802], [21.387, 23.480, 0.774], [21.401, 22.049, 0.365], [20.468, 21.796, -0.789], [20.754, 22.789, -2.017], [21.999, 22.270, -2.777], [19.613, 22.646, -3.065], [20.835, 24.137, -1.594], [20.913, 25.115, -2.653], [20.115, 25.967, 0.415], [21.604, 26.167, 1.168], [21.430, 26.803, -0.465], [23.342, 25.215, -1.730], [23.783, 25.086, -0.004], [23.514, 23.652, -0.983], [22.180, 23.653, 1.502], [20.489, 23.585, 1.384], [22.417, 21.939, -0.011], [21.255, 21.347, 1.186], [19.446, 22.013, -0.477], [20.631, 20.766, -1.108], [22.669, 21.720, -2.116], [22.559, 23.104, -3.199], [21.790, 21.497, -3.516], [20.070, 23.077, -3.956], [18.740, 23.273, -2.883], [19.332, 21.613, -3.269], [19.987, 25.348, -2.752], [16.996, 18.704, -4.593], [17.987, 17.586, -4.837], [18.132, 17.395, -6.411], [19.508, 18.024, -4.375], [19.745, 18.037, -2.855], [19.288, 16.723, -2.122], [17.857, 16.162, -2.599], [18.023, 14.627, -2.277], [16.767, 16.854, -1.803], [17.606, 16.375, -4.051], [16.595, 15.653, -4.632], [17.330, 19.359, -3.788], [16.644, 19.310, -5.428], [16.006, 18.352, -4.305], [18.491, 16.390, -6.631], [17.171, 17.421, -6.923], [18.729, 18.179, -6.879], [20.304, 17.494, -4.898], [19.534, 19.054, -4.729], [20.766, 18.225, -2.522], [19.146, 18.877, -2.504], [19.214, 16.950, -1.059], [19.990, 15.894, -2.034], [18.020, 14.521, -1.192], [18.903, 14.133, -2.688], [17.091, 14.223, -2.672], [15.815, 16.939, -2.327], [17.161, 17.838, -1.548], [16.604, 16.284, -0.889], [17.092, 14.919, -5.000], [23.406, 12.567, -1.229], [23.819, 14.057, -0.902], [22.543, 14.760, -0.365], [24.866, 13.999, 0.206], [25.557, 15.368, 0.392], [25.975, 16.088, -0.844], [24.927, 16.108, -1.983], [23.938, 17.261, -1.636], [25.676, 16.434, -3.406], [24.358, 14.745, -2.095], [23.535, 14.573, -3.157], [22.927, 11.979, -0.445], [22.655, 12.365, -1.992], [24.329, 12.020, -1.426], [21.797, 15.035, -1.111], [22.057, 14.010, 0.259], [22.806, 15.624, 0.244], [24.410, 13.708, 1.152], [25.576, 13.182, 0.075], [24.835, 16.060, 0.823], [26.292, 15.219, 1.183], [26.898, 15.622, -1.190], [26.393, 17.068, -0.616], [24.472, 18.157, -1.955], [23.730, 17.321, -0.568], [22.976, 17.106, -2.125], [26.187, 15.524, -3.720], [26.423, 17.223, -3.320], [24.948, 16.810, -4.125], [22.704, 14.835, -2.754], [17.882, 21.354, -10.005], [16.482, 21.442, -9.369], [15.850, 20.033, -9.552], [16.623, 21.741, -7.787], [16.750, 23.204, -7.411], [15.632, 24.020, -8.033], [15.584, 23.886, -9.636], [14.293, 24.574, -10.059], [16.692, 24.719, -10.418], [15.582, 22.464, -10.017], [15.476, 22.280, -11.443], [17.918, 21.411, -11.093], [18.609, 22.104, -9.691], [18.398, 20.397, -9.925], [16.338, 19.293, -8.919], [14.870, 20.252, -9.129], [15.611, 19.862, -10.602], [15.742, 21.400, -7.243], [17.508, 21.316, -7.314], [16.850, 23.374, -6.339], [17.736, 23.497, -7.771], [15.888, 25.064, -7.849], [14.702, 23.758, -7.528], [14.245, 24.614, -11.147], [14.116, 25.628, -9.844], [13.397, 24.199, -9.564], [16.794, 24.481, -11.477], [17.673, 24.372, -10.090], [16.661, 25.807, -10.464], [14.942, 21.491, -11.562], [15.962, 26.234, -4.787], [16.863, 27.380, -5.136], [17.361, 27.275, -6.588], [16.001, 28.675, -5.215], [15.526, 29.131, -3.802], [16.634, 29.454, -2.835], [17.778, 28.346, -2.873], [19.168, 29.060, -2.591], [17.584, 27.321, -1.742], [17.940, 27.632, -4.196], [18.921, 26.609, -4.258], [15.575, 26.229, -3.768], [15.077, 26.130, -5.414], [16.442, 25.272, -4.965], [18.035, 26.438, -6.770], [16.602, 27.084, -7.347], [17.978, 28.130, -6.865], [16.673, 29.439, -5.607], [15.144, 28.701, -5.888], [14.866, 29.987, -3.943], [14.923, 28.352, -3.336], [16.227, 29.491, -1.825], [17.066, 30.420, -3.094], [19.913, 28.287, -2.406], [19.176, 29.593, -1.640], [19.658, 29.811, -3.210], [16.753, 26.636, -1.912], [17.455, 27.778, -0.760], [18.477, 26.698, -1.700], [19.637, 27.086, -4.684], [12.964, 19.207, -4.930], [12.791, 19.804, -3.549], [11.429, 20.585, -3.466], [12.818, 18.517, -2.599], [12.814, 18.824, -1.106], [14.131, 19.659, -0.744], [14.368, 20.916, -1.704], [13.491, 21.929, -0.939], [15.786, 21.265, -1.458], [13.975, 20.611, -3.141], [14.293, 21.692, -3.965], [13.004, 19.913, -5.759], [13.733, 18.434, -4.937], [11.994, 18.837, -5.261], [11.366, 21.378, -4.212], [10.685, 19.818, -3.682], [11.269, 21.108, -2.523], [11.863, 18.021, -2.770], [13.577, 17.798, -2.909], [11.914, 19.379, -0.843], [12.682, 17.834, -0.670], [14.865, 18.908, -1.036], [14.104, 20.049, 0.273], [13.913, 22.265, 0.008], [12.524, 21.531, -0.632], [13.216, 22.727, -1.628], [16.091, 21.045, -0.435], [16.234, 22.170, -1.867], [16.214, 20.508, -2.116], [14.968, 21.393, -4.580]], "e_lumo_ha": 0.0141, "e_homo_ev": -7.805, "max_force_ev_per_a": 4.4, "relative_energy_ev": 12.014, "orbital_gap_ev": 8.2, "smiles": "CC1(C)CCCC(C)(C)N1O.CC1(C)CCCC(C)(C)N1O.CC1(C)CCCC(C)(C)N1O.CC1(C)CCCC(C)(C)N1O.CC1(C)CCCC(C)(C)N1O.CC1(C)CCCC(C)(C)N1O.CC1(C)CCCC(C)(C)N1O.CC1(C)CCCC(C)(C)N1O.CC1(C)CCCC(C)(C)N1O"}